No. 1
{
  "formula": "C22H35O14P",
  "method": "the ωB97M-V functional and the def2-TZVPD basis",
  "orbital_gap_ev": 7.43,
  "e_homo_ha": -0.3648,
  "total_energy_ha": -2253.6918,
  "lumo_ev": -2.50,
  "smiles": "C#CC1=C(P(=O)(O)O)C(=O)OC1=O.CCOC(C)=O.CCOC(C)=O.CCOC(C)=O.CCOC(C)=O",
  "multiplicity": 1,
  "symbols": ["C", "C", "C", "C", "P", "O", "O", "O", "C", "O", "O", "C", "O", "H", "H", "H", "C", "C", "O", "C", "C", "O", "H", "H", "H", "H", "H", "H", "H", "H", "C", "C", "O", "C", "C", "O", "H", "H", "H", "H", "H", "H", "H", "H", "C", "C", "O", "C", "C", "O", "H", "H", "H", "H", "H", "H", "H", "H", "C", "C", "O", "C", "C", "O", "H", "H", "H", "H", "H", "H", "H", "H"],
  "positions_angstrom": [[-1.3001, 4.1956, 1.7317], [-0.1821, 3.4979, 1.1514], [0.0962, 2.9580, -0.4119], [-0.2737, 1.6524, -1.0717], [-1.0060, 0.1578, -0.1001], [-0.2084, 0.2183, 1.3064], [-2.7313, 0.0740, 0.0866], [-0.2642, -1.2617, -0.8243], [-0.0154, 1.8771, -2.6564], [-0.9492, 1.4932, -3.5186], [0.7421, 3.0813, -2.9844], [0.9738, 3.5874, -1.6140], [2.1910, 3.9360, -1.3129], [-2.1420, 4.6506, 2.4335], [-2.9621, 1.0347, 0.3123], [-0.9305, -1.9912, -0.9247], [-1.5091, -1.3024, -8.8402], [-2.6815, -1.8383, -8.0411], [-2.2295, -2.4793, -6.8347], [-1.9645, -1.8329, -5.6760], [-1.8628, -0.3368, -5.6867], [-1.7374, -2.4685, -4.6476], [-0.9591, -0.5397, -8.2832], [-1.8529, -0.8651, -9.7808], [-0.7990, -2.1054, -9.0631], [-3.4314, -1.0739, -7.8239], [-3.1908, -2.6113, -8.6288], [-0.8143, -0.0494, -5.7972], [-2.2442, 0.0440, -4.7339], [-2.4567, 0.1419, -6.4633], [3.8763, 3.8745, 1.7015], [4.4816, 5.1958, 2.1350], [3.6082, 5.8851, 3.0474], [3.5687, 5.6686, 4.3824], [4.2629, 4.4633, 4.9428], [2.9111, 6.4084, 5.1128], [3.7360, 3.1999, 2.5498], [4.5176, 3.3804, 0.9675], [2.8885, 4.0337, 1.2568], [5.4836, 5.0852, 2.5565], [4.5863, 5.8456, 1.2580], [3.5423, 3.6476, 5.0406], [4.6576, 4.7182, 5.9314], [5.1151, 4.1293, 4.3537], [3.0245, -5.8167, -1.1067], [2.5794, -5.7783, 0.3427], [3.5290, -5.0615, 1.1518], [3.5445, -3.7174, 1.3066], [2.7141, -2.8718, 0.3878], [4.2855, -3.1960, 2.1386], [3.0855, -4.8128, -1.5343], [2.3286, -6.4079, -1.7069], [4.0235, -6.2570, -1.1886], [1.5719, -5.3739, 0.4663], [2.5507, -6.8019, 0.7348], [3.3337, -2.5333, -0.4462], [2.3533, -2.0027, 0.9470], [1.8277, -3.3738, 0.0041], [-5.7206, -2.0657, 4.4358], [-5.1384, -1.1059, 3.4159], [-4.8813, 0.1792, 4.0097], [-3.7556, 0.4986, 4.6891], [-2.8208, -0.5992, 5.1011], [-3.5425, 1.6620, 5.0270], [-5.0239, -2.2490, 5.2577], [-5.9646, -3.0225, 3.9677], [-6.6302, -1.6475, 4.8791], [-4.2447, -1.4992, 2.9255], [-5.8762, -0.9371, 2.6225], [-3.0540, -0.9037, 6.1244], [-1.7963, -0.2158, 5.0620], [-2.8436, -1.4690, 4.4470]]
}

***

No. 2
{
  "formula": "C24H33N3O2STi",
  "method": "the ωB97M-V functional and the def2-TZVPD basis",
  "s_squared": 0.754,
  "orbital_gap_ev": [6.79, 7.79],
  "e_homo_ha": [-0.1433, -0.1801],
  "total_energy_ha": -2496.9225,
  "lumo_ev": [2.89, 2.89],
  "charge": -1,
  "multiplicity": 2,
  "de_lowest_kj_mol": 0.0,
  "symbols": ["Ti", "N", "C", "S", "N", "N", "C", "C", "C", "C", "C", "C", "C", "O", "H", "H", "H", "H", "H", "H", "H", "C", "C", "C", "C", "C", "C", "C", "C", "C", "C", "C", "C", "O", "H", "H", "H", "H", "H", "H", "H", "H", "H", "H", "H", "H", "H", "H", "H", "H", "H", "C", "C", "C", "C", "H", "H", "H", "H", "H", "H", "H", "H", "H"],
  "positions_angstrom": [[0.4267, 0.6521, -0.5491], [3.3214, -0.1834, -3.8751], [2.7270, 0.1669, -2.6878], [1.3548, 1.2445, -2.7782], [3.2546, -0.3146, -1.6091], [2.5836, 0.0541, -0.4476], [3.2833, -0.1189, 0.6186], [2.8836, 0.2162, 1.9631], [3.7941, -0.0425, 2.9985], [3.5163, 0.2455, 4.3142], [2.2814, 0.8210, 4.6323], [1.3643, 1.0888, 3.6429], [1.6306, 0.7988, 2.2857], [0.7181, 1.0583, 1.3976], [3.1300, 0.4200, -4.6554], [4.2512, -0.5640, -3.8025], [4.2825, -0.5354, 0.4806], [4.7474, -0.4887, 2.7310], [4.2414, 0.0321, 5.0889], [2.0385, 1.0555, 5.6620], [0.4017, 1.5266, 3.8748], [-0.0373, -2.1632, 2.1716], [-1.5475, -1.9659, 2.0133], [-1.9975, -0.5424, 2.3514], [-2.0503, -2.4227, 0.6583], [-2.9642, -3.4701, 0.6077], [-3.4614, -3.9505, -0.5914], [-3.0228, -3.3721, -1.7713], [-2.1066, -2.3267, -1.7807], [-1.6501, -1.7724, -3.1156], [-2.0384, -0.3055, -3.3158], [-0.1639, -2.0465, -3.3615], [-1.6198, -1.8365, -0.5504], [-0.7483, -0.8273, -0.5282], [0.2951, -1.8223, 3.1554], [0.5171, -1.6037, 1.4210], [0.2214, -3.2192, 2.0665], [-2.0278, -2.6289, 2.7418], [-1.5837, 0.1884, 1.6606], [-1.6605, -0.2732, 3.3565], [-3.0871, -0.4709, 2.3243], [-3.2888, -3.9149, 1.5430], [-4.1741, -4.7660, -0.6068], [-3.3927, -3.7411, -2.7227], [-2.2004, -2.3416, -3.8736], [-1.5961, 0.3475, -2.5668], [-3.1239, -0.1936, -3.2592], [-1.7048, 0.0442, -4.2956], [0.4638, -1.6171, -2.5836], [0.1568, -1.6174, -4.3134], [0.0206, -3.1234, -3.3851], [-1.5010, 4.7315, 0.0149], [-0.4874, 3.5912, 0.1391], [0.9143, 4.1091, -0.1810], [-0.8452, 2.3973, -0.7525], [-1.2588, 5.5705, 0.6782], [-2.5078, 4.3841, 0.2581], [-1.5212, 5.1096, -1.0122], [-0.4850, 3.2505, 1.1793], [0.9858, 4.3851, -1.2375], [1.6699, 3.3424, 0.0079], [1.1716, 4.9877, 0.4194], [-0.9584, 2.7540, -1.7878], [-1.8360, 2.0091, -0.4608]]
}

***

No. 3
{
  "formula": "C20H28N6O3",
  "method": "the ωB97M-V functional and the def2-TZVPD basis",
  "orbital_gap_ev": 8.20,
  "e_homo_ha": -0.2997,
  "total_energy_ha": -1333.0617,
  "lumo_ev": 0.04,
  "smiles": "CC(=O)N(C)OC(N)=O.c1cc[nH]c1.c1cc[nH]c1.c1cc[nH]c1.c1cc[nH]c1",
  "multiplicity": 1,
  "de_lowest_kj_mol": 232.8,
  "symbols": ["C", "C", "O", "N", "C", "O", "C", "N", "O", "H", "H", "H", "H", "H", "H", "H", "H", "C", "C", "C", "N", "C", "H", "H", "H", "H", "H", "C", "C", "C", "N", "C", "H", "H", "H", "H", "H", "C", "C", "C", "N", "C", "H", "H", "H", "H", "H", "C", "C", "C", "N", "C", "H", "H", "H", "H", "H"],
  "positions_angstrom": [[-2.9103, 2.3893, 0.8074], [-2.7855, 1.6585, -0.4992], [-3.2968, 2.0247, -1.5154], [-2.0994, 0.3817, -0.5551], [-3.0843, -0.7079, -0.5229], [-1.2605, 0.2694, 0.6200], [-0.0880, -0.3565, 0.2489], [-0.0202, -1.7300, 0.5463], [0.8286, 0.2500, -0.2072], [-3.9714, 2.3631, 1.0716], [-2.6365, 3.4313, 0.6497], [-2.3326, 1.9625, 1.6187], [-2.5758, -1.6534, -0.3524], [-3.8474, -0.5601, 0.2495], [-3.5559, -0.7262, -1.5039], [-0.2335, -2.3181, -0.2526], [-0.6318, -1.9620, 1.3214], [1.3661, -2.2402, -4.9119], [2.6000, -1.8539, -4.3184], [2.3057, -1.2796, -3.1113], [0.9487, -1.2993, -2.9559], [0.3653, -1.8842, -4.0466], [1.2303, -2.7183, -5.8675], [3.5866, -1.9801, -4.7315], [2.9375, -0.8500, -2.3547], [0.4816, -0.9326, -2.1488], [-0.7037, -1.9892, -4.1206], [-7.9355, 1.7534, 2.4918], [-7.0146, 0.8829, 3.1357], [-6.2896, 0.2598, 2.1560], [-6.7352, 0.7228, 0.9453], [-7.7383, 1.6321, 1.1427], [-8.6588, 2.3950, 2.9662], [-6.8985, 0.7328, 4.1960], [-5.4980, -0.4677, 2.2203], [-6.3879, 0.4398, 0.0471], [-8.2231, 2.1139, 0.3112], [7.1873, 1.4402, -1.7830], [6.1822, 2.3755, -2.1547], [4.9740, 1.8417, -1.7945], [5.2120, 0.6225, -1.2216], [6.5563, 0.3689, -1.2096], [8.2505, 1.5432, -1.9218], [6.3305, 3.3296, -2.6321], [3.9720, 2.2221, -1.8968], [4.5080, 0.0075, -0.8572], [6.9468, -0.5452, -0.7968], [3.1885, -1.8187, 4.3197], [3.8234, -0.5704, 4.0756], [3.4008, -0.1319, 2.8481], [2.5377, -1.0641, 2.3434], [2.4034, -2.0951, 3.2312], [3.2986, -2.4418, 5.1916], [4.5105, -0.0553, 4.7258], [3.6393, 0.7614, 2.2957], [2.0732, -1.0073, 1.4542], [1.7678, -2.9364, 3.0130]]
}

***

No. 4
{
  "formula": "C18H40GeN3O3PPt",
  "method": "the ωB97M-V functional and the def2-TZVPD basis",
  "s_squared": 3.767,
  "orbital_gap_ev": [9.78, 4.96],
  "e_homo_ha": [-0.6673, -0.6659],
  "total_energy_ha": -3636.3653,
  "lumo_ev": [-8.37, -13.16],
  "charge": 3,
  "multiplicity": 4,
  "symbols": ["Pt", "C", "C", "C", "C", "O", "Ge", "O", "C", "C", "C", "C", "O", "C", "C", "C", "C", "H", "H", "H", "H", "H", "H", "H", "H", "H", "H", "H", "H", "H", "H", "H", "H", "H", "H", "H", "H", "H", "H", "H", "H", "H", "H", "H", "C", "N", "C", "N", "C", "N", "C", "P", "C", "C", "H", "H", "H", "H", "H", "H", "H", "H", "H", "H", "H", "H", "H"],
  "positions_angstrom": [[-0.1165, -0.1481, 0.2319], [0.7895, -3.2034, -2.7610], [-0.0136, -2.9148, -1.4818], [0.8908, -3.1017, -0.2612], [-1.2481, -3.8082, -1.4224], [-0.4372, -1.5396, -1.5133], [-0.1700, -0.1310, -2.7401], [1.2927, 0.3289, -1.5132], [2.3008, 1.3284, -1.6831], [3.6619, 0.6634, -1.4689], [2.0840, 2.4589, -0.6747], [2.1842, 1.8922, -3.1030], [-1.2151, 0.9244, -1.3343], [-2.5948, 1.2636, -1.3234], [-3.2726, 0.6245, -0.1126], [-2.6888, 2.8004, -1.2653], [-3.2455, 0.7638, -2.6238], [1.1597, -4.2260, -2.7409], [1.6440, -2.5220, -2.8286], [0.1519, -3.0862, -3.6410], [1.1588, -4.1505, -0.1478], [0.3578, -2.7940, 0.6504], [1.8089, -2.5176, -0.3699], [-0.9525, -4.8513, -1.3266], [-1.8401, -3.7011, -2.3314], [-1.8751, -3.5405, -0.5696], [3.6954, 0.1716, -0.4943], [4.4604, 1.4016, -1.5234], [3.8376, -0.0914, -2.2358], [2.1561, 2.0520, 0.3380], [1.0985, 2.9083, -0.8199], [2.8493, 3.2222, -0.8014], [2.3487, 1.0993, -3.8383], [2.9243, 2.6718, -3.2704], [1.1884, 2.3279, -3.2463], [-2.9098, 1.0793, 0.8136], [-3.0754, -0.4535, -0.0929], [-4.3501, 0.7708, -0.1602], [-2.2221, 3.1684, -0.3506], [-3.7337, 3.1050, -1.2821], [-2.1794, 3.2367, -2.1244], [-3.1862, -0.3282, -2.6759], [-2.7406, 1.2069, -3.4868], [-4.2921, 1.0570, -2.6530], [0.4005, 1.8682, 5.2518], [1.1467, 2.5873, 4.1156], [2.6110, 2.1065, 4.1382], [2.6666, 0.6909, 4.0426], [1.9437, 0.0589, 5.1454], [0.5393, 0.4628, 5.0998], [-0.2094, -0.1164, 4.0094], [0.5100, 0.4965, 2.3800], [0.4971, 2.3210, 2.7989], [2.3116, 0.1521, 2.7479], [-0.6442, 2.1779, 5.2257], [0.8462, 2.2023, 6.1885], [1.1315, 3.5969, 4.2888], [3.0370, 2.4407, 5.0841], [3.1414, 2.5915, 3.3185], [2.3827, 0.3728, 6.0925], [2.0264, -1.0244, 5.0805], [-1.2634, 0.1567, 4.0860], [-0.1471, -1.2045, 4.0538], [-0.5359, 2.6719, 2.8373], [1.0084, 2.8848, 2.0188], [2.9434, 0.5832, 1.9688], [2.4731, -0.9276, 2.7411]]
}